The following is a DFT calculation (ωB97M-V/def2-TZVPD) of C6H9NO2 in the gas phase.

Geometry as XYZ:
```
18
Properties=species:S:1:pos:R:3
C -0.31 1.86 -0.59
C 0.40 1.13 0.30
C 0.50 1.51 1.74
C 1.55 0.16 -0.22
O 2.68 0.26 0.21
N 1.04 -0.77 -1.04
C -0.03 -1.31 -0.49
C -1.12 -1.84 -1.36
O -0.03 -1.79 0.77
H -0.44 1.51 -1.61
H -0.88 2.72 -0.29
H 0.25 0.65 2.37
H -0.15 2.35 2.00
H 1.52 1.82 2.00
H -2.10 -1.66 -0.90
H -0.97 -2.91 -1.49
H -1.09 -1.37 -2.35
H -0.81 -2.32 0.96
```

Output
- frontier orbital gap (hartree) = 0.350
- E_tot (Ha) = -439.20153
- SMILES = C=C(C)C(=O)/N=C(/C)O
- strongest force on any atom (eV/Å) = 3.91
- relative energy (zero: lowest compared OMol25 entry of this formula, charge and spin) (kcal/mol) = 46.96